Below is 10 unconnected molecules or ions with the total composition C44H111N7O13 in a non-equilibrium geometry, with properties calculated with ωB97M-V/def2-TZVPD.

Last columns: bonded neighbours and bond lengths (Å).
Positions of all 175 atoms, in Å:
1 C -0.52 -0.78 0.47  C34 1.522, H72 1.097, C82 1.538, N128 1.468
2 H -1.57 -2.05 5.03  C171 1.098
3 C -1.53 -0.74 6.69  H44 1.104, C57 1.532, N158 1.487, C171 1.525
4 C -3.91 5.58 -1.76  C32 1.516, H85 1.094, H98 1.094, C164 1.482
5 H -1.34 3.51 -2.53  C135 1.084
6 H 0.75 -5.50 -6.64  C132 1.080
7 C -4.70 1.25 6.57  O62 1.447, H99 1.095, H104 1.093, H129 1.099
8 H -1.53 -5.73 -4.53  O126 0.967
9 H -3.57 -2.60 2.70  C118 1.108
10 H 2.24 -0.26 -3.28  C35 1.105
11 C -0.54 -0.68 -6.08  H55 1.106, O66 1.438, C106 1.488, H115 1.107
12 H 0.62 4.23 1.41  C144 1.105
13 C 1.35 -5.47 -4.56  C14 1.505, C52 1.481, N97 1.445, C132 1.554
14 C 1.98 -6.77 -4.97  C13 1.505, H95 1.090, H145 1.096, H149 1.089
15 H -5.37 -0.18 3.00  C130 1.099
16 C 4.13 -2.32 4.41  C29 1.496, O33 1.408, H56 1.109, H147 1.108
17 H -2.43 4.71 0.83  C174 1.097
18 H -5.20 1.94 -3.80  C121 1.089
19 H -4.76 3.46 0.74  C100 1.104
20 H 2.14 -2.47 5.19  C29 1.095
21 H 2.17 -3.53 -3.91  C52 1.110
22 O 2.11 5.69 1.00  C61 1.423, C144 1.416
23 H -0.81 -0.97 -1.66  C82 1.094
24 H 3.21 1.49 -5.64  N117 1.019
25 H 0.77 -1.52 -1.17  C82 1.096
26 O -4.88 -2.31 4.34  H90 0.958, C118 1.390
27 C 1.47 4.07 -0.54  N43 1.551, H46 1.109, C144 1.497, C169 1.538
28 H 5.27 -1.03 2.39  C111 1.089
29 C 3.10 -2.02 5.45  C16 1.496, H20 1.095, C70 1.508, N105 1.506
30 H -1.46 2.16 -3.62  C135 1.091
31 C -3.47 4.29 -3.80  C40 1.548, H75 1.092, H81 1.092, C164 1.534
32 C -3.79 4.35 -0.88  C4 1.516, C100 1.500, N154 1.433, C174 1.507
33 O 3.65 -2.00 3.12  C16 1.408, C111 1.397
34 C 0.65 -0.72 1.45  C1 1.522, H38 1.099, O125 1.416, H156 1.108
35 C 3.22 -0.58 -3.67  H10 1.105, O50 1.370, H53 1.109, C152 1.489
36 H -1.18 0.80 1.59  N128 1.021
37 C -1.07 -5.78 -1.65  C69 1.487, H103 1.088, H131 1.100, H165 1.091
38 H 0.31 -0.92 2.47  C34 1.099
39 H 0.93 0.41 -5.26  O66 0.999
40 C -3.39 3.01 -2.94  C31 1.548, C121 1.518, C135 1.517, N154 1.448
41 H 2.91 6.60 2.63  C61 1.095
42 H 2.74 0.08 4.86  C70 1.083
43 N 0.62 2.79 -0.81  C27 1.551, H138 1.047, H170 1.033
44 H -1.06 0.24 6.88  C3 1.104
45 H 2.34 -0.32 6.61  C70 1.086
46 H 2.46 3.63 -0.32  C27 1.109
47 H 1.63 1.34 3.13  C110 1.103
48 H -0.21 -8.05 -2.36  C91 1.094
49 C 2.59 -5.03 -2.41  C52 1.505, H77 1.091, C122 1.533, H172 1.120
50 O 4.25 0.07 -3.05  C35 1.370, C137 1.449
51 H 0.05 -4.14 -5.65  C132 1.087
52 C 2.34 -4.63 -3.84  C13 1.481, H21 1.110, C49 1.505, H153 1.104
53 H 3.23 -1.64 -3.32  C35 1.109
54 H 1.81 7.62 1.83  C61 1.110
55 H 0.12 -1.56 -6.19  C11 1.106
56 H 5.11 -1.85 4.60  C16 1.109
57 C -3.04 -0.49 6.72  C3 1.532, H58 1.111, O62 1.421, H71 1.109
58 H -3.45 -0.64 7.75  C57 1.111
59 H 2.66 -1.42 -5.50  C152 1.093
60 H -4.60 -0.77 1.51  C130 1.093
61 C 1.94 6.56 2.11  O22 1.423, H41 1.095, H54 1.110, H146 1.088
62 O -3.34 0.84 6.31  C7 1.447, C57 1.421
63 O 2.54 5.11 4.83  C68 1.409, H127 0.968
64 O -3.32 -0.08 3.05  H87 0.970, C130 1.413
65 H 1.73 3.49 5.87  C68 1.095
66 O -0.02 0.19 -5.06  C11 1.438, H39 0.999
67 H -5.87 4.40 -0.27  C100 1.086
68 C 1.50 4.52 5.58  O63 1.409, H65 1.095, H79 1.094, C143 1.505
69 C 0.25 -5.88 -2.32  C37 1.487, C91 1.551, N97 1.441, C122 1.466
70 C 2.93 -0.55 5.72  C29 1.508, H42 1.083, H45 1.086, H108 1.116
71 H -3.57 -1.22 6.08  C57 1.109
72 H -1.06 -1.73 0.55  C1 1.097
73 H -4.74 5.13 0.96  C100 1.093
74 H 0.95 -7.60 -1.12  C91 1.094
75 H -2.73 4.21 -4.60  C31 1.092
76 H -3.16 1.96 -0.50  O107 0.987
77 H 3.46 -4.58 -1.92  C49 1.091
78 H 3.12 -0.23 -1.30  C137 1.106
79 H 1.47 5.11 6.50  C68 1.094
80 H 4.43 -2.19 7.02  N105 1.024
81 H -4.49 4.45 -4.15  C31 1.092
82 C 0.01 -0.76 -0.97  C1 1.538, H23 1.094, H25 1.096, H93 1.085
83 H 0.69 5.40 -2.08  C169 1.094
84 H -1.12 -1.96 -4.10  O148 0.966
85 H -4.96 5.65 -2.08  C4 1.094
86 H 2.80 1.77 1.89  C110 1.096
87 H -3.32 -0.20 4.01  O64 0.970
88 H 5.14 -1.77 -5.29  C167 1.091
89 H -1.99 5.48 -2.73  C164 1.088
90 H -4.92 -3.22 4.64  O26 0.958
91 C 0.62 -7.37 -2.14  H48 1.094, C69 1.551, H74 1.094, H123 1.091
92 H 1.31 -5.40 -0.56  C122 1.092
93 H 0.40 0.23 -1.20  C82 1.085
94 H 5.32 0.03 -5.51  C167 1.084
95 H 2.50 -6.65 -5.92  C14 1.090
96 H -0.70 4.58 5.48  C143 1.086
97 N 0.17 -5.56 -3.73  C13 1.445, C69 1.441, O126 1.402
98 H -3.70 6.49 -1.20  C4 1.094
99 H -5.40 0.56 6.10  C7 1.095
100 C -4.87 4.39 0.16  H19 1.104, C32 1.500, H67 1.086, H73 1.093
101 H 2.89 0.20 2.65  C110 1.098
102 H -2.40 -0.20 -5.14  C106 1.101
103 H -1.76 -6.57 -1.95  C37 1.088
104 H -4.84 2.23 6.12  C7 1.093
105 N 3.54 -2.63 6.76  C29 1.506, H80 1.024, H151 1.015
106 C -1.92 -1.05 -5.66  C11 1.488, H102 1.101, H140 1.090, O148 1.468
107 O -4.04 2.00 -0.94  H76 0.987, N154 1.423
108 H 3.94 -0.22 6.05  C70 1.116
109 H -5.26 -2.70 2.35  C118 1.103
110 C 2.18 0.94 2.26  H47 1.103, H86 1.096, H101 1.098, O125 1.369
111 C 4.70 -1.94 2.20  H28 1.089, O33 1.397, H150 1.092, H162 1.092
112 H 2.44 5.59 -1.72  C169 1.095
113 H -0.01 -1.26 5.20  C171 1.092
114 H 0.21 5.72 4.47  C143 1.105
115 H -0.55 -0.20 -7.08  C11 1.107
116 H 4.62 -0.99 -6.73  C167 1.103
117 N 2.74 0.61 -5.82  H24 1.019, C152 1.473, H161 1.022
118 C -4.54 -2.17 3.00  H9 1.108, O26 1.390, H109 1.103, C130 1.513
119 H 4.88 -0.61 -1.18  C137 1.094
120 H -1.41 -0.32 4.59  C171 1.083
121 C -4.11 1.93 -3.73  H18 1.089, C40 1.518, H141 1.110, H159 1.107
122 C 1.28 -5.11 -1.62  C49 1.533, C69 1.466, H92 1.092, H173 1.121
123 H 1.39 -7.74 -2.81  C91 1.091
124 H -2.32 -0.14 1.11  N128 1.014
125 O 1.33 0.51 1.28  C34 1.416, C110 1.369
126 O -0.80 -6.34 -4.36  H8 0.967, N97 1.402
127 H 2.72 4.52 4.09  O63 0.968
128 N -1.48 0.30 0.75  C1 1.468, H36 1.021, H124 1.014
129 H -4.82 1.42 7.65  C7 1.099
130 C -4.50 -0.72 2.60  H15 1.099, H60 1.093, O64 1.413, C118 1.513
131 H -0.92 -6.01 -0.59  C37 1.100
132 C 0.92 -4.76 -5.87  H6 1.080, C13 1.554, H51 1.087, H155 1.093
133 H 0.15 5.53 0.30  C144 1.103
134 H 1.93 4.26 -2.68  C169 1.094
135 C -1.93 2.62 -2.75  H5 1.084, H30 1.091, C40 1.517, H160 1.087
136 H -1.64 -1.66 8.55  N158 1.017
137 C 4.14 0.07 -1.61  O50 1.449, H78 1.106, H119 1.094, H168 1.098
138 H 0.85 2.10 -0.06  N43 1.047
139 H -0.17 -1.78 7.85  N158 1.017
140 H -2.59 -1.32 -6.47  C106 1.090
141 H -3.78 1.86 -4.79  C121 1.110
142 H -3.24 6.35 -3.66  C164 1.095
143 C 0.19 4.69 4.87  C68 1.505, H96 1.086, H114 1.105, O175 1.466
144 C 1.00 4.90 0.62  H12 1.105, O22 1.416, C27 1.497, H133 1.103
145 H 1.15 -7.47 -5.14  C14 1.096
146 H 1.12 6.27 2.77  C61 1.088
147 H 4.39 -3.39 4.43  C16 1.108
148 O -1.90 -2.11 -4.64  H84 0.966, C106 1.468
149 H 2.65 -7.25 -4.26  C14 1.089
150 H 5.26 -2.88 2.19  C111 1.092
151 H 3.74 -3.62 6.67  N105 1.015
152 C 3.28 -0.59 -5.16  C35 1.489, H59 1.093, N117 1.473, C167 1.520
153 H 3.30 -4.63 -4.39  C52 1.104
154 N -4.09 3.21 -1.69  C32 1.433, C40 1.448, O107 1.423
155 H 1.72 -4.07 -6.13  C132 1.093
156 H 1.29 -1.57 1.15  C34 1.108
157 H -1.97 3.31 -0.16  C174 1.096
158 N -1.17 -1.81 7.66  C3 1.487, H136 1.017, H139 1.017
159 H -3.81 0.90 -3.47  C121 1.107
160 H -1.92 1.94 -1.91  C135 1.087
161 H 2.91 0.47 -6.82  N117 1.022
162 H 4.20 -1.86 1.23  C111 1.092
163 H -1.73 4.93 -0.72  C174 1.099
164 C -3.05 5.52 -2.97  C4 1.482, C31 1.534, H89 1.088, H142 1.095
165 H -1.53 -4.78 -1.71  C37 1.091
166 H -0.67 3.89 3.24  O175 0.965
167 C 4.69 -0.84 -5.64  H88 1.091, H94 1.084, H116 1.103, C152 1.520
168 H 4.21 1.09 -1.20  C137 1.098
169 C 1.62 4.88 -1.83  C27 1.538, H83 1.094, H112 1.095, H134 1.094
170 H 1.14 2.30 -1.55  N43 1.033
171 C -1.09 -1.10 5.28  H2 1.098, C3 1.525, H113 1.092, H120 1.083
172 H 2.95 -6.09 -2.48  C49 1.120
173 H 1.03 -4.03 -1.47  C122 1.121
174 C -2.45 4.29 -0.19  H17 1.097, C32 1.507, H157 1.096, H163 1.099
175 O 0.16 3.78 3.72  C143 1.466, H166 0.965

Summary:
SMILES string	CC1(C)CCCC(C)(C)N1O.CC1(C)CCCC(C)(C)N1O.COC[C@H](C)N.COC[C@H](C)N.COC[C@H](C)N.COC[C@H](C)N.COC[C@H](C)N.OCCO.OCCO.OCCO
energy	-3104.152387	hartree
HOMO-LUMO gap	8.4	eV
LUMO	0.45	eV
multiplicity	1
total charge	0

Here are the Mulliken charges for atoms 1 to 2, given in e: C 0.183; H 0.125

Below is 2 unconnected molecules or ions with the total composition C7H16O2Si in a non-equilibrium geometry, with properties calculated with ωB97M-V/def2-TZVPD.

Last columns: bonded neighbours and bond lengths (Å).
Positions of all 26 atoms, in Å:
1 H -0.01 -1.86 -2.84  C12 1.042
2 H 0.00 -1.70 0.81  C20 1.082
3 H -1.03 0.61 5.27  C6 1.129
4 C -0.28 1.76 -2.88  Si7 1.946, H14 1.152, H23 1.075, H24 1.141
5 O -0.85 -0.02 3.24  C6 1.402, C15 1.289
6 C -0.61 0.90 4.27  H3 1.129, O5 1.402, H9 1.142, H22 1.067
7 Si -0.21 0.27 -1.63  C4 1.946, C12 1.805, O13 1.643, C19 1.982
8 H 0.13 -3.03 2.16  C20 1.162
9 H -0.99 1.92 3.95  C6 1.142
10 H 2.41 -0.28 -1.73  C19 1.125
11 H 2.01 1.11 -0.59  C19 1.094
12 C -0.75 -1.25 -2.44  H1 1.042, Si7 1.805, H18 1.105, H26 1.086
13 O -1.00 0.89 -0.33  Si7 1.643, H17 0.958
14 H 0.20 2.65 -2.33  C4 1.152
15 C 0.09 -0.69 2.68  O5 1.289, C16 1.293, C20 1.491
16 C 1.29 -1.17 2.58  C15 1.293, C20 1.490, H21 1.073
17 H -0.73 0.35 0.41  O13 0.958
18 H -1.30 -0.92 -3.35  C12 1.105
19 C 1.67 0.15 -1.00  Si7 1.982, H10 1.125, H11 1.094, H25 1.037
20 C 0.24 -1.92 1.85  H2 1.082, H8 1.162, C15 1.491, C16 1.490
21 H 2.33 -1.27 2.84  C16 1.073
22 H 0.39 1.05 4.62  C6 1.067
23 H -1.15 2.20 -3.32  C4 1.075
24 H 0.43 1.51 -3.74  C4 1.141
25 H 1.76 -0.49 -0.19  C19 1.037
26 H -1.54 -1.73 -1.88  C12 1.086

Summary:
SMILES string	C[Si](C)(C)O.COC1=CC1
energy	-716.188296	hartree
HOMO-LUMO gap	9.6	eV
LUMO	0.82	eV
multiplicity	1
total charge	0

Here are the natural (NBO) charges for atoms 1 to 2, given in e: H 0.252; H 0.157

Calculated energy above the lowest of the compared OMol25 structures with the same formula, charge and spin, 0.0, 405.8 kJ/mol (same order as the records).